[1]
This record from OMol25 describes C23H24FN5OS as an isolated structure at a distorted geometry. The level of theory is ωB97M-V/def2-TZVPD.

The geometry in XYZ format:
```
55
C23H24FN5OS ωB97M-V/def2-TZVPD
C 1.04183 4.87938 2.38160
C 0.38390 3.51029 2.06825
C 1.07083 2.26505 2.29779
C 0.61960 1.17929 1.90364
C -0.70678 1.22092 1.25915
C -1.20657 2.30701 0.92214
C -0.59867 3.58092 1.30930
H -1.47279 4.35131 0.99653
H -2.30321 2.16144 0.32894
C -1.11728 -0.25459 0.75605
N -0.55338 -0.83142 -0.75016
C -1.31750 -0.04261 -1.87406
C -0.97846 -0.56342 -2.94244
N 0.59360 -0.78016 -3.23835
C 1.01539 0.32543 -4.04765
C 2.44414 1.04409 -3.72918
C 2.90750 2.03247 -4.46233
C 2.36110 2.22575 -5.79039
C 1.02217 1.35689 -6.12072
C 0.69004 0.52298 -5.28969
H -0.38414 0.06419 -5.63426
H 0.81998 1.61378 -7.19864
H 2.75976 2.78749 -6.53055
H 3.94877 2.38695 -4.31123
F 2.71039 0.73388 -2.67090
C 1.20207 -1.33312 -2.02813
C 0.85018 -0.42333 -0.67580
H 1.31055 -1.23374 -0.00540
H 1.31878 0.52156 -0.82391
H 2.37288 -1.25759 -2.15957
H 0.85524 -2.41340 -2.08333
H -1.49760 -0.19216 -3.89505
H -1.16630 -1.82927 -2.95329
H -2.34372 0.03132 -1.53667
H -0.95540 1.11541 -1.78122
C -0.92932 -1.57656 1.65915
C -2.14810 -1.81161 2.46136
N -1.33723 -2.87945 3.38640
C -0.26444 -3.22570 3.22039
N 0.07944 -4.23519 3.97226
C -1.11627 -4.35469 4.84343
N -1.94434 -3.60114 4.16408
C -1.40369 -5.29707 5.69867
H -1.15908 -6.21857 5.40456
H -0.85540 -5.15682 6.46637
H -2.55758 -5.37722 6.22201
S 0.55305 -2.21191 2.20903
O -3.24840 -1.32281 2.66990
H -3.85495 -1.97186 3.08197
H -2.09908 -0.17180 0.45587
H 1.18567 0.24579 2.06808
H 2.03522 2.44260 2.71685
H 0.02926 5.52730 2.49012
H 1.76370 5.28211 1.68709
H 1.57467 4.85162 3.43189
```

Kohn-Sham gap = 7.413 eV
HOMO = -7.029 eV
LUMO level = 0.38 eV


[2]
This record from OMol25 describes C23H24IrN7S4Sb as an isolated structure. The level of theory is ωB97M-V/def2-TZVPD.

The geometry in XYZ format:
```
60
C23H24IrN7S4Sb ωB97M-V/def2-TZVPD
Ir 1.45454 -0.09762 -0.27707
C 1.24811 -4.60348 0.69683
C 0.90333 -5.14491 -0.53725
C 0.30775 -4.33480 -1.47455
C 0.07948 -2.98361 -1.18627
N 0.46390 -2.45048 -0.01439
C 1.00999 -3.26173 0.90027
N -0.63252 -2.28000 -2.15073
C -0.89648 -1.02899 -2.10390
N -0.44184 -0.05307 -1.23619
C -1.15767 1.10160 -1.43545
N -1.17610 2.18878 -0.75085
C -0.56442 2.34350 0.48058
C -0.68741 3.61196 1.07039
C -0.21944 3.82803 2.34296
C 0.36060 2.76786 3.03967
C 0.47694 1.56186 2.38863
N 0.05572 1.34500 1.13542
C -2.01701 0.91556 -2.63143
C -2.87013 1.78157 -3.28496
C -3.55156 1.28856 -4.39219
C -3.38726 -0.03277 -4.80980
C -2.53726 -0.89986 -4.13243
C -1.85473 -0.39385 -3.04444
H 1.69954 -5.20126 1.47616
H 1.08795 -6.18932 -0.75408
H -0.01113 -4.70472 -2.43844
H 1.29017 -2.79100 1.83314
H -1.17624 4.38572 0.49591
H -0.31975 4.80217 2.80456
H 0.69843 2.87506 4.06131
H 0.92012 0.70361 2.88166
H -2.99026 2.80125 -2.94412
H -4.22181 1.93693 -4.94177
H -3.93237 -0.38461 -5.67623
H -2.40283 -1.92840 -4.43955
S 1.19458 0.90173 -4.26209
Sb 3.19487 0.89952 -2.99438
S 2.40311 1.99736 -1.00551
S 2.79306 -1.21635 -1.87964
C 4.31699 -0.50342 5.22181
N 3.17551 -0.41877 4.30714
C 2.34782 -1.61588 4.37335
C 3.40716 0.14050 3.06378
S 3.23161 -0.77906 1.65026
N 3.80441 1.41741 3.05252
C 4.32532 2.05666 1.85172
C 3.64446 2.32853 4.17826
H 4.94593 -1.36100 4.96085
H 3.95220 -0.63531 6.23992
H 4.92748 0.39049 5.18861
H 2.05538 -1.75918 5.41359
H 2.87842 -2.50573 4.02195
H 1.45227 -1.48327 3.77275
H 4.58654 1.30679 1.11272
H 5.20457 2.64238 2.12503
H 3.57146 2.71721 1.42037
H 2.94228 1.91823 4.89758
H 3.26069 3.27288 3.79175
H 4.59707 2.53047 4.67267
```

2S+1 = 6
Kohn-Sham gap (spin up / spin down) = 6.068 / 5.751 eV
HOMO (spin up / spin down) = -6.283 / -7.631 eV
LUMO level (spin up / spin down) = -0.21 / -1.88 eV
Relative energy (zero: lowest compared OMol25 entry of this formula, charge and spin) = 0.0 kJ/mol


[3]
This record from OMol25 describes the molecule C23H24N4O3 at a distorted geometry. The level of theory is ωB97M-V/def2-TZVPD.

The geometry in XYZ format:
```
54
C23H24N4O3 ωB97M-V/def2-TZVPD
O -0.47420 -3.28381 -1.17189
C -0.42535 -2.25465 -0.63903
N 0.66974 -1.57482 -0.06736
C 1.77554 -2.35458 0.11691
C 2.00596 -3.85704 -0.01623
C 3.28605 -3.86080 0.49370
N 3.78051 -2.70984 0.79155
N 2.86330 -1.67166 0.32329
C 3.21505 -0.27530 0.38337
C 3.26042 0.31432 -0.90900
C 3.84571 1.93203 -0.76525
N 3.24968 2.69062 0.13440
C 2.40712 3.61766 -0.22312
C 0.92453 2.96358 -0.38048
C -0.08618 2.81723 0.37844
C -1.39984 2.39150 0.31417
C -1.54972 1.96161 -1.06880
C -0.62098 1.97555 -1.91960
C 0.67657 2.63418 -2.02527
C 3.24522 1.75903 1.40397
C 2.52580 0.66716 1.50484
C -1.77588 -1.57822 -0.28414
C -2.95571 -1.52361 -1.20523
C -4.16711 -1.04900 -1.28993
C -4.37610 -0.47816 -0.11973
C -3.47804 -0.19377 0.79941
C -1.97357 -0.88543 0.73793
O -3.75835 0.31244 1.95797
C -5.17598 0.90326 1.43439
O -5.59070 0.38648 0.28958
H 0.30808 -0.59879 0.41348
H 1.26827 -4.42070 -0.05439
H 3.94177 -4.63437 0.80670
H 4.34338 -0.33869 0.63043
H 2.15480 0.40426 -1.22881
H 3.79747 -0.04970 -1.58973
H 3.89920 2.29614 -1.71995
H 4.93747 1.43706 -0.55441
H 2.19175 4.33568 0.61108
H 2.64478 4.03631 -1.15444
H 0.18934 3.14087 1.54205
H -2.12464 2.21048 1.03199
H -2.47706 1.60787 -1.40684
H -0.74814 1.39399 -3.09820
H 1.51750 2.57071 -2.56197
H 2.74009 2.45181 2.25392
H 4.19879 1.72388 1.98703
H 1.46249 0.71984 1.01853
H 2.42912 0.09663 2.58701
H -2.50194 -2.23567 -2.23607
H -4.62244 -1.01190 -2.19746
H -1.34105 -0.87837 1.60546
H -5.28176 1.95629 1.49666
H -5.89947 0.41696 2.19573
```

Kohn-Sham gap = 7.726 eV
SMILES = O=C(Nc1ccnn1C1CCN(Cc2ccccc2)CC1)c1ccc2c(c1)OCO2
HOMO = -7.909 eV
LUMO level = -0.18 eV
Relative energy (zero: lowest compared OMol25 entry of this formula, charge and spin) = 2022.6 kJ/mol


[4]
This record from OMol25 describes C23H24N4O3Pd as an isolated structure. The level of theory is ωB97M-V/def2-TZVPD.

The geometry in XYZ format:
```
55
C23H24N4O3Pd ωB97M-V/def2-TZVPD
Pd -1.48731 -1.04858 -1.89843
C 2.04561 0.58953 -4.32562
C 0.73324 0.52769 -3.50992
O 0.14349 -0.59678 -3.51847
C 0.39516 1.72420 -2.88632
C -0.70898 2.04101 -2.00332
C -0.55188 3.26332 -1.11809
N -1.77725 1.32075 -1.94617
N -2.76599 1.74404 -1.06812
C -3.52097 0.75884 -0.63515
O -3.41732 -0.49635 -0.78671
C -4.70333 1.23132 0.18405
C -5.63517 0.29461 0.62615
C -6.73327 0.68019 1.38494
C -6.91671 2.01394 1.72674
C -5.98670 2.95610 1.29614
C -4.89488 2.56901 0.53356
H 2.22344 -0.37919 -4.79259
H 2.90260 0.84725 -3.69611
H 1.97411 1.34283 -5.11488
H 1.14290 2.50817 -2.98161
H 0.35710 3.81296 -1.37107
H -0.50411 2.96177 -0.06859
H -1.42205 3.91656 -1.21261
H -5.45599 -0.73843 0.35586
H -7.44897 -0.06518 1.71739
H -7.76996 2.31689 2.32471
H -6.11630 4.00096 1.56075
H -4.16184 3.28516 0.18606
C 3.94627 -2.98183 0.15268
N 2.99019 -1.87981 0.02548
N 2.11378 -1.87435 1.13476
C 0.76389 -2.03900 0.70037
O -0.20782 -2.06371 1.41510
C 0.84551 -2.14643 -0.74540
C 2.12693 -2.05774 -1.09909
C 2.70669 -2.14860 -2.46301
C 2.55102 -1.32883 2.33522
C 3.80864 -0.72418 2.42836
C 4.25086 -0.21137 3.63833
C 3.45496 -0.27543 4.77196
C 2.19501 -0.85392 4.67002
C 1.73757 -1.38148 3.47529
H 4.52779 -2.86005 1.06600
H 4.62456 -2.95257 -0.69896
H 3.43255 -3.95130 0.17949
H -0.07076 -2.19734 -1.37460
H 1.89210 -1.99720 -3.17270
H 3.15936 -3.12956 -2.64595
H 3.47011 -1.38406 -2.62182
H 4.41297 -0.62562 1.53804
H 5.22629 0.25925 3.68526
H 3.80283 0.12908 5.71437
H 1.54706 -0.89171 5.53783
H 0.75295 -1.81482 3.39040
```

Kohn-Sham gap = 3.185 eV
Net charge = -2
HOMO = 1.263 eV
LUMO level = 4.45 eV